{
  "formula": "C4H19N2O4",
  "method": "wB97M-V/def2-TZVPD",
  "elements": ["O", "O", "O", "O", "N", "N", "C", "C", "C", "C", "H", "H", "H", "H", "H", "H", "H", "H", "H", "H", "H", "H", "H", "H", "H", "H", "H", "H", "H"],
  "coordinates": [[2.65925, -1.93236, 1.66335], [1.90800, 3.17094, 0.12867], [-1.19868, -0.79197, 2.64474], [2.35724, 0.90835, 1.58130], [0.04267, -2.50937, 0.89998], [-0.29335, -0.35163, -0.05542], [-0.91401, 0.52122, -1.03081], [-2.17270, 0.72329, -3.20888], [-1.49796, -0.23990, -2.20511], [-0.78388, -1.62826, 0.21310], [2.68664, 3.69234, -0.11208], [3.26597, -1.20867, 1.46786], [-0.40852, -3.08548, 1.58026], [-1.92973, 0.53729, -4.25539], [1.05588, -2.46287, 0.92916], [0.68603, -0.23590, 0.10808], [1.32607, 3.90976, 0.35813], [-1.32395, 0.16557, 2.67471], [2.37214, 1.70792, 1.02129], [-2.25993, -0.95408, -1.92401], [3.20203, -2.45453, 2.26715], [-1.81450, -1.92772, 0.21505], [-1.70504, 1.20384, -0.66224], [2.56123, 1.21756, 2.46765], [-0.70450, -0.71871, -2.78015], [-0.13899, 1.27040, -1.23667], [-1.73765, -1.05973, 3.40219], [-3.26569, 0.75949, -3.20369], [-1.97408, 1.77322, -2.94823]],
  "mulliken_spin": [0.007, 0.002, 0.016, -0.002, 0.089, 0.129, -0.059, 0.001, 0.042, 0.759, 0.000, 0.000, 0.007, 0.001, -0.019, -0.016, 0.000, 0.001, -0.002, -0.013, 0.000, 0.031, 0.014, 0.002, 0.001, 0.013, -0.002, -0.001, -0.001],
  "orbital_gap_ha": [0.1377, 0.2806],
  "e_lumo_ev": [0.2, 0.2],
  "multiplicity": 2,
  "charge": 0,
  "s2": 0.75,
  "largest_force_ha_per_bohr": 0.04053
}



{
  "formula": "C56H52BrNO9",
  "method": "wB97M-V/def2-TZVPD",
  "elements": ["Br", "O", "O", "O", "O", "O", "O", "O", "O", "O", "N", "C", "C", "C", "C", "C", "C", "C", "C", "C", "C", "C", "C", "C", "C", "C", "C", "C", "C", "C", "C", "C", "C", "C", "C", "C", "C", "C", "C", "C", "C", "C", "C", "C", "C", "C", "C", "C", "C", "C", "C", "C", "C", "C", "C", "C", "C", "C", "C", "C", "C", "C", "C", "C", "C", "C", "C", "H", "H", "H", "H", "H", "H", "H", "H", "H", "H", "H", "H", "H", "H", "H", "H", "H", "H", "H", "H", "H", "H", "H", "H", "H", "H", "H", "H", "H", "H", "H", "H", "H", "H", "H", "H", "H", "H", "H", "H", "H", "H", "H", "H", "H", "H", "H", "H", "H", "H", "H", "H"],
  "coordinates": [[2.86442, -1.60219, 0.43994], [-8.62088, 1.10613, -1.50788], [7.70108, 5.87226, 5.60346], [1.96128, 3.25860, 0.63432], [-10.02201, -0.41863, -5.79113], [-6.41458, -4.31959, -6.39075], [10.12693, -4.79277, -0.61928], [4.41872, 2.41266, 8.01916], [-0.56403, 3.29319, 0.07495], [5.01206, -6.29729, -1.01297], [-7.42660, 1.83779, 0.28881], [-8.07959, 2.77976, 1.24577], [3.40780, 3.82560, 5.82797], [-1.89798, 2.85905, 0.24892], [-6.39223, -2.13408, -2.82801], [6.16855, -5.93517, -0.94191], [6.83283, -7.46459, -2.78445], [-7.26772, -2.61347, -5.01100], [8.68608, 4.52118, 7.84420], [-8.07944, -3.76615, -8.56634], [-8.45264, 1.10352, -0.33287], [2.95710, 4.57653, 4.75528], [9.10102, -7.55561, -3.58179], [9.47948, -6.62138, -2.63259], [3.30142, 3.11603, 1.12648], [-2.87654, 3.58826, -0.69741], [0.06072, -1.13307, -0.00236], [6.58289, -4.89622, 0.03986], [6.53148, 3.44932, 8.00457], [0.20017, 2.47665, -0.78192], [5.62255, -4.30248, 0.84953], [8.53545, -6.10173, -1.75541], [1.41473, 0.86180, 0.72135], [-7.30557, -1.09191, -2.68308], [-9.36765, 0.25302, 0.53364], [6.95746, 2.76698, 9.13763], [7.39564, 4.33866, 7.36246], [7.92178, -4.51694, 0.15620], [1.41466, -0.43848, -0.14889], [7.33281, -2.98014, 1.90546], [-9.18398, -1.28515, -5.93509], [-9.11542, -2.07230, -7.19791], [-6.37253, -2.89216, -3.98714], [8.96036, -5.11143, -0.72853], [5.54806, 4.92715, 5.69447], [5.15501, 3.21856, 7.48758], [7.20423, -6.51457, -1.84090], [-8.20935, -0.81972, -3.69725], [-7.21305, -3.41300, -6.26396], [9.10692, 3.83471, 8.97057], [5.08949, 5.68320, 4.62272], [4.69928, 4.00466, 6.30850], [7.77890, -7.98386, -3.65179], [8.29312, -3.56453, 1.09728], [-9.93201, -2.48983, -9.41791], [-6.64257, 2.55345, -0.72578], [5.99572, -3.34368, 1.77709], [8.23988, 2.96250, 9.62163], [-10.00871, -1.79174, -8.22466], [6.94631, 5.10912, 6.17090], [3.79636, 5.51344, 4.15737], [-8.19768, -1.58069, -4.86076], [-8.15622, -3.07298, -7.36438], [-5.38816, 3.23618, -0.12600], [-8.96124, -3.47143, -9.59220], [-4.15161, 2.73838, -0.89351], [1.55247, 2.13936, -0.11442], [-0.00300, -1.95343, -0.71887], [-0.73774, -0.43380, -0.25918], [7.62370, -2.23567, 2.63560], [-2.02608, 1.77608, 0.16506], [3.44007, 6.10866, 3.32620], [-8.92047, -0.72124, 0.72204], [5.74386, 6.40699, 4.15537], [3.20519, 2.74287, 2.14910], [0.45820, 0.91590, 1.24878], [10.11142, 3.98092, 9.34662], [-7.32783, -4.53280, -8.69925], [-10.62625, -2.26690, -10.21812], [-8.91930, -0.01418, -3.58400], [3.81974, 2.35789, 0.53237], [-8.89537, -4.00781, -10.53023], [0.40216, 2.99446, -1.72725], [-7.30674, -0.50572, -1.78826], [9.35828, 5.20277, 7.34038], [7.48691, -8.72089, -4.38896], [-0.12762, -1.44942, 1.02173], [-5.69009, -2.35139, -2.03236], [-5.65913, -3.69789, -4.09875], [9.83662, -7.95414, -4.26875], [-7.53393, 3.71396, 1.32316], [1.51371, -0.12092, -1.18611], [-7.23615, 3.26344, -1.31306], [-5.49998, 4.31691, -0.23092], [5.80385, -7.79343, -2.84191], [4.58262, -4.58602, 0.75323], [5.24536, -2.87809, 2.40388], [-4.00128, 1.68587, -0.63825], [-0.30693, 1.54544, -1.05001], [-2.37344, 3.61898, -1.66789], [-9.12908, 2.93468, 0.98738], [2.27397, 2.01792, -0.93853], [1.94914, 4.43717, 4.38504], [-4.42477, 2.75363, -1.95110], [2.18627, 0.74985, 1.48015], [-2.19027, 3.12782, 1.27076], [-9.59464, 0.73406, 1.48214], [2.75471, 3.10133, 6.29632], [-10.75992, -1.02495, -8.09055], [-8.07557, 2.32922, 2.24112], [8.56803, 2.43368, 10.50734], [10.50826, -6.29200, -2.57434], [-10.28405, 0.13004, -0.03648], [-5.31706, 3.03323, 0.94437], [6.28478, 2.08633, 9.64215], [-3.07774, 4.60748, -0.37680], [-6.31000, 1.80915, -1.44654], [3.81048, 4.07368, 1.06652], [9.33191, -3.27848, 1.19387]],
  "mulliken_charge": [-0.199, -0.538, -0.660, -0.407, -0.662, -0.670, -0.662, -0.662, -0.286, -0.665, 0.053, -1.130, -0.578, -0.451, -0.997, 0.572, -0.558, 0.063, -0.560, -0.547, 0.530, -0.580, -0.465, -0.554, -0.784, -0.535, -1.272, 0.334, 0.202, -0.729, -0.802, 0.211, -1.023, -0.160, -1.118, -0.560, 0.198, 0.246, 0.201, -0.573, 0.521, 0.118, -0.672, 0.601, 0.269, 0.541, 0.188, -0.133, 0.687, -0.461, -0.587, 0.223, -0.460, -0.598, -0.484, -0.578, -0.521, -0.462, -0.523, 0.522, -0.512, -0.031, 0.142, -0.539, -0.462, -0.843, 0.127, 0.427, 0.179, 0.408, 0.203, 0.486, 0.285, 0.473, 0.224, 0.182, 0.399, 0.466, 0.390, 0.673, 0.400, 0.394, 0.388, 0.409, 0.471, 0.401, 0.396, 0.435, 0.471, 0.395, 0.399, 0.419, 0.273, 0.350, 0.469, 0.552, 0.508, 0.336, 0.282, 0.296, 0.414, 0.366, 0.496, 0.467, 0.707, 0.238, 0.415, 0.477, 0.470, 0.320, 0.393, 0.467, 0.324, 0.356, 0.469, 0.364, 0.393, 0.255, 0.475],
  "orbital_gap_ha": 0.3132,
  "e_lumo_ev": -1.0,
  "charge": 0,
  "largest_force_ha_per_bohr": 0.03992
}



{
  "formula": "C20H64N14O12",
  "method": "wB97M-V/def2-TZVPD",
  "elements": ["O", "O", "O", "O", "O", "O", "O", "O", "O", "O", "O", "O", "N", "N", "N", "N", "N", "N", "N", "N", "N", "N", "N", "N", "N", "N", "C", "C", "C", "C", "C", "C", "C", "C", "C", "C", "C", "C", "C", "C", "C", "C", "C", "C", "C", "C", "H", "H", "H", "H", "H", "H", "H", "H", "H", "H", "H", "H", "H", "H", "H", "H", "H", "H", "H", "H", "H", "H", "H", "H", "H", "H", "H", "H", "H", "H", "H", "H", "H", "H", "H", "H", "H", "H", "H", "H", "H", "H", "H", "H", "H", "H", "H", "H", "H", "H", "H", "H", "H", "H", "H", "H", "H", "H", "H", "H", "H", "H", "H", "H"],
  "coordinates": [[-0.96923, -1.01895, 2.75531], [-4.81015, -1.40571, -0.54406], [3.77984, 0.47847, -2.39206], [-4.64817, 1.57823, -3.28604], [5.93681, 2.35642, -0.40122], [1.77079, 2.24878, -4.24878], [-4.52746, 3.47750, 0.53237], [-1.11869, -2.97458, -4.71866], [1.13874, 0.60297, -0.20093], [-1.16916, -3.95390, 1.89200], [-0.74925, 2.79973, 3.82665], [1.04125, -2.82185, 0.27338], [1.53106, -3.31267, 2.43323], [-3.23352, -0.09990, -2.50108], [-3.33500, 1.75445, -0.54022], [1.65839, -1.22174, 1.84795], [-3.04618, -0.67924, 0.80081], [2.27100, 2.60137, -1.96239], [0.27818, 3.19344, -2.65109], [-2.55603, 0.92974, -4.26249], [-0.25572, -0.80863, -3.98749], [-1.44213, -2.01888, -2.60163], [-0.66087, -0.85156, -0.44490], [-3.73441, -2.72106, 1.11960], [-5.41596, 1.35294, 0.16953], [-0.63288, 0.87733, -1.72528], [1.47452, -2.44428, 1.51579], [4.08050, 1.46519, 0.63448], [-3.88229, -1.59518, 0.48110], [3.22626, -0.95987, -4.09217], [-3.48231, 0.87000, -3.33377], [-0.87032, -1.95332, -3.77426], [-1.32601, -0.91818, 3.91218], [-0.22160, -1.49663, 4.73462], [-1.02964, 2.24377, 1.61752], [-2.71703, -1.53649, 4.11003], [5.48662, 2.08763, 0.73490], [-0.12135, 2.68906, 2.78384], [1.44919, 2.76644, -2.98881], [-1.43487, -4.25335, 0.52094], [3.47456, -1.64678, -1.75597], [5.24734, 3.32432, 1.62950], [1.15148, 1.85688, 2.86947], [3.08554, -0.50707, -2.66817], [-0.08678, 0.26567, -0.73718], [-4.41236, 2.21238, 0.03662], [-0.13448, 3.67760, -1.80712], [0.76728, -1.02789, 4.86647], [4.73095, 4.05347, 1.04999], [-0.14304, 1.74277, -2.13528], [2.95523, -0.15059, -4.79288], [-1.52281, 3.36274, 3.61871], [-5.41752, 0.38912, -0.13336], [-0.14252, -1.65241, 0.00761], [1.88822, 2.27445, -1.08135], [-2.58890, 1.60356, -4.91561], [4.22288, -1.25258, -4.36856], [-0.82625, -5.03239, 0.18539], [-0.00755, -0.95039, 2.70191], [1.49974, 1.58023, 1.87500], [-1.29732, 0.13041, 4.27190], [-4.26181, -3.55684, 0.80558], [-2.99155, -1.68856, 5.12689], [0.14916, -2.49581, 4.43208], [2.98754, 1.88470, -2.25390], [-2.46649, -0.86745, -2.49637], [-1.86494, 2.89445, 1.52445], [-0.19588, -0.10258, -3.21482], [-3.48131, -0.88488, 3.63800], [3.38754, 2.15647, 0.22724], [-0.44082, 3.39772, -3.36590], [0.29595, -0.64194, -4.83634], [6.19889, 3.78720, 1.81325], [0.14252, 3.66770, 2.52231], [-0.51720, 2.34443, 0.67353], [4.79623, 3.07480, 2.58640], [-1.88664, -2.93256, -2.39308], [1.50161, -4.34803, 2.21340], [-1.23062, -3.44574, -0.21174], [-1.75267, 0.30930, -4.30219], [-1.05943, -1.52875, -1.69469], [-2.68877, -2.52833, 3.68529], [2.96109, -2.50950, -2.22670], [-3.30464, 0.26728, 0.46764], [2.01402, -0.30620, -2.56007], [-3.40574, 0.98587, -1.25812], [-2.39534, -4.67830, 0.43881], [1.99594, 2.41475, 3.39869], [-2.53350, -0.69901, 1.70607], [2.35461, -0.98992, 2.63371], [4.56928, -1.81320, -1.75970], [-0.32966, -3.51655, 1.89867], [-6.15386, 1.71705, 0.81820], [1.80363, -3.13722, 3.46271], [-1.45128, 1.22597, 1.72057], [5.70974, 3.27299, -0.53605], [-4.05959, -0.40336, -1.94014], [1.55310, -0.52336, 1.03856], [-0.54045, -1.50179, 5.75870], [-1.53789, 0.55676, -1.98707], [4.69292, 0.13440, -2.39343], [3.77252, 1.05618, 1.58995], [2.66898, -1.88631, -4.33482], [-3.01550, -2.85889, 1.77724], [0.84936, 0.91787, 3.34834], [3.98263, 0.63210, 0.00520], [6.13937, 1.40262, 1.19793], [3.05697, -1.46916, -0.76164], [-2.57714, 2.44355, -0.74368], [-1.61746, -0.81095, 0.00505]],
  "mulliken_charge": [1.288, -0.915, -0.472, -0.725, -0.521, -0.687, -0.808, -0.803, 0.886, -0.664, -0.545, -0.618, -0.141, -0.792, -0.118, -0.111, 0.428, -0.217, -0.465, -0.098, 0.289, -0.012, 1.472, -0.135, -0.136, 2.018, -0.224, -0.241, 0.356, -1.974, 0.474, 0.201, 1.332, -1.572, -0.863, -1.560, -0.142, -0.535, 0.200, -0.629, -0.856, -1.506, 0.835, 1.746, 0.169, 0.089, 0.263, 0.306, 0.462, -0.200, 0.351, 0.447, 0.293, -0.683, -0.217, 0.179, 0.435, 0.467, -1.120, -0.779, 0.150, 0.339, 0.555, 0.129, 0.480, -0.108, 1.076, -0.441, 0.325, 0.047, 0.325, 0.220, 0.435, 0.682, -0.472, 0.304, 0.207, 0.335, -0.005, 0.215, 0.461, 0.331, 0.515, -0.425, -0.856, 0.147, 0.406, 0.328, -0.886, 0.376, 0.383, 0.527, 0.291, 0.327, 0.534, 0.378, 0.542, -0.746, 0.557, -1.074, 0.534, 0.281, 0.374, -0.114, -0.444, 0.029, 0.473, -0.272, 0.046, -0.723],
  "orbital_gap_ha": 0.3165,
  "e_lumo_ev": -0.4,
  "charge": 0,
  "largest_force_ha_per_bohr": 0.24310
}